Entry i
ORCA calculation (wB97M-V/def2-TZVPD) on one molecule with the formula C5H14N2O2.

## Properties
Lowest unoccupied orbital energy (eV): 0.9
M (g/mol): 134.179
HOMO energy (eV): -8.61

Atoms and positions in Å:
C 2.614 0.344 0.874
O 1.943 0.170 -0.352
C 0.899 1.021 -0.631
N -0.482 0.591 -0.078
C -0.579 0.847 1.380
O -1.320 1.328 -0.762
N -0.682 -0.882 -0.246
C -2.073 -1.183 0.084
C -0.413 -1.269 -1.624
H 2.043 -0.059 1.714
H 2.835 1.406 1.050
H 3.551 -0.210 0.780
H 1.045 2.029 -0.231
H 0.777 1.068 -1.714
H -0.162 0.010 1.934
H -1.634 0.980 1.616
H -0.061 1.775 1.612
H -2.741 -0.444 -0.375
H -2.316 -2.171 -0.294
H -2.212 -1.188 1.163
H 0.657 -1.211 -1.821
H -0.972 -0.644 -2.332
H -0.717 -2.306 -1.745



Entry ii
ORCA calculation (wB97M-V/def2-TZVPD) on a 2-piece molecular cluster, C5H14N2O2 overall.

## Properties
Lowest unoccupied orbital energy (eV): 0.8
M (g/mol): 134.179
HOMO energy (eV): -8.21

Atoms and positions in Å:
C -1.935 -1.053 2.893
C -1.879 -0.347 1.782
N -0.779 0.474 1.356
C 0.184 0.836 2.402
O -0.172 -0.096 0.250
O -1.365 1.738 0.922
H -1.193 -1.007 3.674
H -2.738 -1.754 3.041
H -2.623 -0.420 1.000
H 0.630 -0.078 2.787
H -0.307 1.407 3.188
H 0.954 1.440 1.924
H -1.149 1.752 -0.027
C 0.525 0.374 -3.007
C 1.056 -0.837 -2.243
N 2.487 -0.825 -2.053
H 0.784 1.293 -2.472
H -0.560 0.325 -3.078
H 0.936 0.413 -4.009
H 0.579 -0.818 -1.227
H 0.772 -1.760 -2.743
H 2.777 -0.056 -1.461
H 3.018 -1.001 -2.902



Stability order, top to bottom: entry i, entry ii



Entry i
ORCA calculation (wB97M-V/def2-TZVPD) on C5H12N2 as an isolated structure.

## Properties
Lowest unoccupied orbital energy (eV): 0.9
M (g/mol): 100.165
HOMO energy (eV): -7.53

Atoms and positions in Å:
C -0.922 -0.206 1.943
C 1.293 -0.847 0.351
C 0.865 -1.206 -1.104
C -0.447 -0.422 -0.574
C -1.002 1.047 -0.595
H -0.404 0.896 2.488
H -1.952 0.177 1.550
H -1.070 -0.970 2.899
H 1.738 -1.671 1.016
H 2.010 0.103 0.495
H 0.197 -2.435 -1.303
H 1.304 -0.784 -2.100
H -1.372 -0.938 -1.034
H -1.594 1.338 0.462
H -1.535 1.506 -1.475
H 0.958 2.265 -0.062
H 1.126 1.498 -1.686
N -0.120 -0.638 0.727
N 0.387 1.897 -0.924



Entry ii
ORCA calculation (wB97M-V/def2-TZVPD) on one molecule with the formula C5H12N2.

## Properties
Lowest unoccupied orbital energy (eV): 1.0
M (g/mol): 100.165
HOMO energy (eV): -9.04

Atoms and positions in Å:
C 2.255 1.084 -1.428
C 1.633 1.028 -0.027
C 0.801 -0.211 0.298
C -0.623 -0.020 -0.272
N -1.282 -1.315 -0.323
C -2.242 -1.573 0.448
N -2.685 -0.954 1.604
H 2.194 2.104 -1.801
H 3.294 0.761 -1.478
H 1.766 0.393 -2.122
H 2.429 1.186 0.697
H 0.996 1.911 0.081
H 0.735 -0.377 1.371
H 1.172 -1.073 -0.259
H -0.519 0.340 -1.293
H -1.162 0.710 0.336
H -2.655 -2.541 0.315
H -2.874 0.033 1.599
H -3.231 -1.486 2.253



Entry iii
ORCA calculation (wB97M-V/def2-TZVPD) on a 2-piece molecular cluster, C5H12N2 overall.

## Properties
Lowest unoccupied orbital energy (eV): -2.4
M (g/mol): 100.165
HOMO energy (eV): -7.21

Atoms and positions in Å:
N -1.332 2.211 0.423
C -1.203 0.862 0.214
C -0.447 0.291 1.396
C -0.068 -1.240 1.016
C 0.897 -1.232 -0.029
C 0.506 -1.348 -1.417
N 1.109 -0.993 -2.484
H -2.305 2.505 0.329
H -2.087 0.262 -0.001
H -0.519 0.712 -0.676
H -0.973 0.412 2.338
H 0.518 0.818 1.455
H 0.171 -1.605 2.015
H -0.960 -1.771 0.663
H 1.949 -1.002 0.080
H -0.510 -1.757 -1.551
H 1.249 1.951 -0.747
H 1.921 1.655 -0.674
H 2.085 -0.733 -2.347



Entry iv
ORCA calculation (wB97M-V/def2-TZVPD) on a 2-piece molecular cluster, C5H12N2 overall.

## Properties
Lowest unoccupied orbital energy (eV): 1.0
M (g/mol): 100.165
HOMO energy (eV): -7.98

Atoms and positions in Å:
C 0.835 0.371 -2.310
C 0.692 -0.391 -1.230
N 0.514 0.017 0.074
C 0.698 1.410 0.399
C 0.899 -0.888 1.129
H 0.885 -0.079 -3.284
H 0.898 1.443 -2.277
H 0.648 -1.468 -1.343
H 0.327 1.584 1.408
H 1.752 1.713 0.352
H 0.127 2.025 -0.293
H 0.761 -1.917 0.803
H 0.264 -0.711 2.000
H 1.949 -0.754 1.423
C -2.232 -0.158 0.391
N -2.273 -0.734 1.502
H -2.222 0.924 0.387
H -2.230 -0.636 -0.593
H -2.292 -1.753 1.461



Stability order, top to bottom: entry ii, entry iv, entry iii, entry i



Entry i
ORCA calculation (wB97M-V/def2-TZVPD) on a 2-piece molecular cluster, C5H12N2 overall.

## Properties
Lowest unoccupied orbital energy (spin up / spin down) (eV): 0.9 / 0.9
M (g/mol): 100.165
HOMO energy (spin up / spin down) (eV): -7.72 / -6.81

Atoms and positions in Å:
C -0.160 -2.106 0.984
C -1.718 0.510 0.021
C 0.697 1.197 0.636
C 0.343 -1.149 -0.109
C -0.224 0.221 0.032
N 1.106 1.873 -1.999
N 0.331 1.007 -2.221
H -0.795 -2.773 0.526
H -0.683 -1.518 1.687
H 0.702 -2.600 1.374
H -1.806 1.291 -0.573
H -1.968 0.703 1.084
H -2.328 -0.373 -0.410
H 1.305 1.754 -0.071
H 0.322 1.948 1.351
H 1.502 0.691 1.362
H 1.377 -1.149 -0.022
H 0.235 -1.717 -1.005
H 1.763 2.190 -2.646



Entry ii
ORCA calculation (wB97M-V/def2-TZVPD) on one molecule with the formula C5H12N2.

## Properties
Lowest unoccupied orbital energy (eV): 1.1
M (g/mol): 100.165
HOMO energy (eV): -8.03

Atoms and positions in Å:
C -2.186 0.698 0.612
C -1.318 0.204 -0.262
C -0.070 -0.539 0.140
C -0.094 -1.946 -0.580
N 1.145 0.194 -0.259
C 0.809 1.637 -0.536
N 2.252 0.019 0.578
H -3.033 1.260 0.342
H -2.129 0.615 1.737
H -1.735 0.224 -1.337
H -0.140 -0.848 1.298
H -0.549 -1.930 -1.635
H -0.572 -2.732 -0.125
H 0.916 -2.349 -0.767
H -0.186 1.717 -0.303
H 1.400 2.234 0.139
H 1.058 1.796 -1.555
H 2.098 0.630 1.514
H 2.332 -0.883 1.000



Stability order, top to bottom: entry ii, entry i